{"formula": "C46H138O46", "method": "ωB97M-V with the def2-TZVPD basis set", "elements": ["C", "C", "O", "O", "H", "H", "H", "H", "H", "H", "C", "C", "O", "O", "H", "H", "H", "H", "H", "H", "C", "C", "O", "O", "H", "H", "H", "H", "H", "H", "C", "C", "O", "O", "H", "H", "H", "H", "H", "H", "C", "C", "O", "O", "H", "H", "H", "H", "H", "H", "C", "C", "O", "O", "H", "H", "H", "H", "H", "H", "C", "C", "O", "O", "H", "H", "H", "H", "H", "H", "C", "C", "O", "O", "H", "H", "H", "H", "H", "H", "C", "C", "O", "O", "H", "H", "H", "H", "H", "H", "C", "C", "O", "O", "H", "H", "H", "H", "H", "H", "C", "C", "O", "O", "H", "H", "H", "H", "H", "H", "C", "C", "O", "O", "H", "H", "H", "H", "H", "H", "C", "C", "O", "O", "H", "H", "H", "H", "H", "H", "C", "C", "O", "O", "H", "H", "H", "H", "H", "H", "C", "C", "O", "O", "H", "H", "H", "H", "H", "H", "C", "C", "O", "O", "H", "H", "H", "H", "H", "H", "C", "C", "O", "O", "H", "H", "H", "H", "H", "H", "C", "C", "O", "O", "H", "H", "H", "H", "H", "H", "C", "C", "O", "O", "H", "H", "H", "H", "H", "H", "C", "C", "O", "O", "H", "H", "H", "H", "H", "H", "C", "C", "O", "O", "H", "H", "H", "H", "H", "H", "C", "C", "O", "O", "H", "H", "H", "H", "H", "H", "C", "C", "O", "O", "H", "H", "H", "H", "H", "H"], "positions_angstrom": [[0.47311, 5.67225, 2.85217], [-0.37952, 6.91766, 3.24966], [-1.74255, 6.55257, 3.57074], [0.66220, 4.98799, 4.07263], [1.45063, 5.91913, 2.43790], [-0.06388, 5.15200, 2.05902], [-0.46568, 7.71343, 2.50979], [-0.04282, 7.43029, 4.15074], [-1.75029, 5.91098, 4.28481], [1.61847, 4.95069, 4.14850], [2.20680, -2.23213, -3.57481], [3.21598, -1.08087, -3.48782], [2.75580, 0.00182, -4.18591], [2.42193, -3.09653, -4.66512], [1.25330, -1.71159, -3.48552], [2.21463, -2.88089, -2.69894], [4.19354, -1.36363, -3.87836], [3.24954, -0.65205, -2.48627], [3.04255, 0.02825, -5.10170], [1.91334, -3.87333, -4.42114], [-3.26057, 5.36949, -2.05165], [-2.03402, 6.04098, -2.61348], [-1.79998, 5.74508, -3.97807], [-3.16348, 4.06764, -1.62622], [-4.05909, 5.59380, -2.75887], [-3.63585, 5.97750, -1.22849], [-1.15957, 5.78382, -2.01573], [-2.17018, 7.09053, -2.35270], [-1.80074, 4.79067, -4.08156], [-2.79865, 3.36326, -2.16692], [-1.75784, 0.78293, 5.54069], [-1.92184, 1.96718, 4.62004], [-2.29772, 1.62970, 3.24605], [-2.96782, 0.17341, 5.74292], [-1.32349, 1.21836, 6.44061], [-1.16212, -0.02504, 5.11595], [-0.90189, 2.32778, 4.48673], [-2.39980, 2.80310, 5.13081], [-3.10954, 2.04618, 2.94755], [-2.79361, -0.76169, 5.87269], [3.44601, -0.22147, 3.78283], [4.42689, -0.80397, 2.74535], [5.15402, 0.11145, 1.98750], [2.64212, 0.75914, 3.07660], [3.85775, 0.24412, 4.67825], [2.96735, -1.05387, 4.29867], [3.87972, -1.50436, 2.11436], [5.26790, -1.34744, 3.17597], [4.60818, 0.54150, 1.32515], [1.87177, 1.09528, 3.54047], [-7.79028, 0.95907, 4.26338], [-6.69657, 0.86786, 5.42049], [-5.62980, -0.03700, 4.99075], [-7.27880, 1.23270, 2.98175], [-8.65100, 1.55002, 4.57648], [-8.28401, 0.00770, 4.06530], [-7.01794, 0.36586, 6.33308], [-6.42388, 1.90946, 5.59016], [-4.78621, 0.23449, 5.35988], [-6.39713, 0.85293, 2.98695], [2.36555, -6.55025, -1.22658], [3.70345, -5.87626, -1.18802], [3.90188, -5.28249, -2.46661], [1.26462, -5.65802, -1.17351], [2.43684, -7.29991, -0.43854], [2.24958, -7.13766, -2.13741], [4.50190, -6.56235, -0.90542], [3.72143, -5.11339, -0.40969], [4.78919, -4.91788, -2.50337], [0.80464, -5.80556, -0.34390], [-2.69389, -3.12178, -6.62651], [-1.80549, -2.05533, -5.81086], [-0.90934, -2.79963, -4.88945], [-3.63952, -3.70236, -5.71274], [-2.12852, -4.00431, -6.92584], [-3.07784, -2.73305, -7.56967], [-2.38885, -1.33973, -5.23145], [-1.12284, -1.43102, -6.38735], [-1.47813, -3.31187, -4.31007], [-3.32372, -4.59133, -5.53496], [5.80855, 1.94488, -3.46668], [5.78453, 2.58892, -4.83972], [5.51820, 1.60816, -5.80695], [4.57103, 1.78956, -2.80545], [6.31133, 2.61415, -2.76856], [6.25027, 0.95050, -3.53154], [6.66228, 3.15471, -5.15203], [5.02045, 3.36627, -4.84246], [5.27737, 2.08548, -6.60430], [4.03210, 1.26919, -3.40576], [0.28962, -5.03547, 2.21054], [0.22165, -3.65480, 1.61525], [-1.11887, -3.28871, 1.49404], [-0.46768, -5.95888, 1.44193], [-0.04622, -5.18000, 3.23739], [1.36128, -5.23394, 2.19433], [0.71737, -3.38880, 0.68165], [0.40516, -2.83678, 2.31186], [-1.13677, -2.33701, 1.36934], [-1.36531, -5.63865, 1.55735], [-1.53897, 1.68873, -3.63173], [-2.94065, 0.95263, -3.76889], [-3.97958, 1.68182, -3.06939], [-1.40123, 3.00969, -4.07808], [-0.82014, 1.11357, -4.21532], [-1.08955, 1.55661, -2.64752], [-2.91532, 0.01414, -3.21509], [-3.18558, 0.68648, -4.79713], [-4.72720, 1.84164, -3.65001], [-0.74283, 3.06521, -4.77451], [-7.48442, 3.90789, -0.34874], [-6.10474, 3.44628, -0.84624], [-5.95575, 2.10696, -0.28690], [-7.42123, 3.87943, 1.04040], [-8.42054, 3.45511, -0.67548], [-7.62445, 4.83586, -0.90315], [-5.31175, 4.07839, -0.44662], [-5.96943, 3.61389, -1.91474], [-5.19270, 1.74620, -0.74428], [-7.19270, 2.98069, 1.28868], [1.62514, 3.72784, -5.62497], [2.06522, 5.22830, -5.51811], [1.28803, 5.83130, -4.53082], [0.32753, 3.59084, -6.25128], [1.55604, 3.33135, -4.61200], [2.41774, 3.30977, -6.24554], [1.79106, 5.73138, -6.44539], [3.14781, 5.10161, -5.52527], [0.41067, 5.50654, -4.74612], [0.52088, 3.71069, -7.18394], [-6.62605, -2.37957, 1.21138], [-5.64732, -2.87864, 2.27047], [-5.60082, -4.30050, 2.24475], [-7.89644, -2.77639, 1.53673], [-6.33760, -2.90527, 0.30114], [-6.39873, -1.33135, 1.01730], [-5.89480, -2.44754, 3.24052], [-4.62708, -2.51758, 2.14066], [-6.51175, -4.52248, 2.03852], [-8.48634, -2.59969, 0.80025], [0.54017, -6.39245, -4.46309], [0.96805, -6.33762, -5.92290], [2.33949, -6.26404, -6.06531], [0.77089, -5.07769, -3.81553], [1.03300, -7.22301, -3.95773], [-0.51080, -6.67011, -4.38282], [0.48231, -5.52750, -6.46683], [0.60536, -7.23297, -6.42778], [2.72559, -5.66932, -5.41813], [0.65828, -5.28297, -2.88452], [-1.88459, -4.24452, -1.47403], [-2.35567, -5.44124, -2.35356], [-2.62504, -5.05405, -3.73691], [-3.11573, -3.61704, -1.03183], [-1.23979, -3.57096, -2.03853], [-1.33504, -4.58838, -0.59776], [-3.34568, -5.76405, -2.03141], [-1.76897, -6.34235, -2.17502], [-3.14750, -5.78100, -4.08358], [-2.84051, -3.19793, -0.21317], [-2.84059, -4.41541, 5.27146], [-3.92065, -3.37210, 5.74041], [-3.42250, -2.37684, 6.63995], [-2.35423, -5.08818, 6.40777], [-2.00340, -3.94568, 4.75516], [-3.24739, -5.08990, 4.51802], [-4.69232, -3.85103, 6.34311], [-4.38776, -2.97040, 4.84121], [-3.34289, -2.93315, 7.41826], [-2.17707, -5.98026, 6.10051], [0.72087, -0.20362, -0.40791], [-0.11914, 0.45260, 0.66501], [-0.85080, -0.55639, 1.40802], [1.97871, -0.70088, 0.06709], [0.94148, 0.52496, -1.18803], [0.24776, -0.99089, -0.99482], [-0.92241, 1.05866, 0.24605], [0.50024, 0.96884, 1.39848], [-1.36992, -0.07917, 2.05947], [2.54655, -0.05357, 0.49153], [6.82510, -3.39319, -1.77785], [6.98956, -3.91775, -0.39466], [8.15460, -4.71873, -0.21764], [6.62050, -4.38898, -2.75813], [7.71651, -2.87649, -2.13355], [6.04969, -2.63375, -1.87824], [6.18057, -4.63338, -0.24802], [6.92402, -3.10703, 0.33097], [8.01982, -5.30835, 0.52786], [7.53980, -4.63577, -2.88297], [3.63877, 2.10073, 6.74821], [2.26004, 2.73955, 6.45251], [1.61261, 2.41623, 5.17624], [4.52746, 2.61085, 5.86856], [3.59250, 1.01208, 6.71970], [3.79914, 2.33440, 7.80072], [2.19725, 3.82510, 6.52832], [1.57951, 2.51680, 7.27431], [1.06716, 3.10340, 4.78651], [4.00021, 2.67970, 5.06927], [8.22011, 1.76940, -0.37041], [8.54067, 0.76793, 0.71426], [8.02812, 1.13709, 1.99176], [8.90501, 2.93762, -0.33828], [7.17728, 2.05932, -0.24175], [8.35201, 1.17944, -1.27742], [9.58883, 0.47053, 0.74580], [7.97568, -0.15033, 0.55400], [7.07864, 1.06825, 2.11568], [9.23613, 3.15760, -1.21211], [-4.68885, 4.84311, 3.86484], [-4.62866, 4.39604, 2.41456], [-4.68482, 2.97858, 2.13789], [-6.02674, 4.54760, 4.28618], [-4.39586, 5.89002, 3.78596], [-4.03922, 4.31460, 4.56253], [-3.64461, 4.69869, 2.05659], [-5.23282, 5.09733, 1.83899], [-5.11662, 2.81226, 1.29678], [-6.51032, 4.28008, 3.50121], [4.18573, 3.26792, -0.01481], [3.42320, 4.02311, 1.12330], [3.78563, 3.40418, 2.40264], [3.87518, 1.84448, -0.06789], [5.24519, 3.51672, 0.04646], [3.82090, 3.73547, -0.92936], [2.35558, 4.18092, 0.97038], [3.75617, 5.05951, 1.06755], [3.48987, 2.50083, 2.26813], [4.14863, 1.67663, -0.97268]], "atomic_forces_ev_per_a": [[-0.839, 2.262, 0.097], [-0.757, -0.065, 0.273], [0.259, -0.061, -0.793], [0.344, -1.108, -0.021], [-0.045, 0.416, -0.050], [-0.197, -0.589, 0.374], [0.061, -0.390, -0.431], [0.888, -0.275, -0.005], [0.263, -0.065, 0.140], [0.169, -0.226, 0.411], [0.708, -0.172, 1.229], [0.034, -1.769, 0.634], [-0.744, 2.897, -1.741], [0.157, 1.259, -0.466], [-0.587, -0.165, -0.820], [0.453, 0.235, 0.585], [0.255, -0.315, 0.378], [0.355, -0.871, 0.495], [0.004, -0.379, -0.127], [-0.420, -0.519, -0.143], [-0.322, 1.337, -0.591], [0.371, -0.533, 0.897], [-0.032, 1.138, -0.093], [-0.174, -1.035, 1.520], [-0.289, -0.684, -0.725], [0.425, -0.242, 0.702], [0.225, -0.390, 0.130], [0.023, 0.388, -1.157], [-0.140, -0.431, 0.224], [-0.141, 0.649, -0.814], [0.075, 0.451, -1.104], [1.716, -0.209, -1.578], [0.384, -0.146, 1.363], [-1.644, -0.372, 0.720], [0.264, -0.306, 0.385], [1.050, 0.626, -0.176], [0.222, 0.212, 0.156], [-0.917, -0.201, -0.430], [-0.630, 0.277, 0.076], [-0.541, -0.369, 0.457], [0.229, 0.720, 0.101], [0.325, -0.293, 0.737], [0.249, 0.898, -0.493], [0.503, -1.158, -0.635], [0.915, 0.529, -0.442], [-1.045, -0.302, -0.777], [-0.224, 0.008, -0.187], [-0.573, -0.461, 0.823], [-0.240, 0.408, -0.256], [0.174, -0.166, 0.834], [-0.102, -2.272, 1.103], [-0.336, -0.962, -1.548], [-1.143, 0.991, -0.699], [0.359, 1.448, -0.061], [0.490, 0.948, -0.257], [0.087, -0.720, 0.928], [-0.928, 0.623, 0.021], [0.714, -0.113, 0.173], [0.444, 0.234, 0.107], [0.412, -0.064, -0.065], [0.524, -0.890, -0.073], [-0.030, 0.920, -0.876], [-0.120, -0.203, 0.413], [0.134, -0.117, 0.408], [-0.856, 0.091, 0.501], [0.346, 0.109, -0.204], [0.059, -0.461, -0.315], [-0.286, 0.269, 0.240], [0.375, 0.021, -0.277], [-0.435, 0.057, 0.266], [1.265, 0.203, 1.418], [0.749, -2.156, 0.352], [-0.961, 1.295, -1.189], [-0.562, 0.868, -0.946], [1.010, 0.574, -0.218], [-0.753, 0.347, 0.351], [-0.593, -0.360, -0.043], [-0.052, -0.387, -0.525], [-0.231, -0.341, 0.064], [-0.064, 0.460, 0.030], [0.711, 0.589, 0.678], [-0.493, 0.631, 0.221], [-0.493, -0.416, -0.438], [-0.514, 0.282, -0.542], [0.776, -0.235, -0.225], [0.610, 0.127, -0.056], [0.684, -0.291, 0.637], [-0.532, 0.025, 0.169], [-0.002, -0.275, -0.276], [-0.970, -0.463, -0.099], [0.968, 0.195, -0.346], [-0.939, 2.188, 1.417], [-2.909, -1.032, -1.096], [0.609, -0.165, -0.387], [0.047, 0.877, 0.201], [0.021, -0.910, -0.097], [0.632, -0.979, -0.107], [2.243, -0.546, 0.649], [-0.098, 0.623, -0.026], [-0.411, -0.062, -0.294], [0.248, -1.991, -0.704], [0.576, 0.907, 1.183], [0.378, 0.051, -0.495], [-0.949, 0.587, 0.370], [-0.198, -0.579, -0.280], [-0.647, 0.375, 0.590], [0.692, -0.200, -0.155], [-0.118, 0.548, -0.081], [0.063, 0.050, -0.107], [-0.023, -0.143, -0.474], [0.949, 0.001, -1.339], [-1.317, -0.343, 0.565], [0.453, 0.780, -1.157], [-0.488, 1.317, 0.718], [0.418, -1.304, -0.365], [0.176, 1.233, 1.284], [-0.241, 0.205, 0.429], [-0.216, -1.032, -0.359], [0.310, -0.457, -0.043], [-0.202, -0.441, 0.244], [0.279, 1.694, -0.606], [-1.640, -2.164, -1.301], [1.155, 0.407, 0.888], [0.916, -0.094, 0.482], [0.218, -0.288, -0.173], [-0.193, -0.943, 0.106], [0.375, -0.120, -0.608], [0.207, 1.170, 1.324], [-0.712, 0.416, 0.369], [-0.538, 0.004, -0.202], [2.940, -0.326, -0.767], [0.116, 0.318, -0.023], [-0.130, 0.353, 0.335], [-1.601, 0.064, 0.806], [0.282, 0.019, -0.386], [-0.765, 0.470, 0.280], [-0.559, -0.307, 0.359], [0.038, 0.042, -0.664], [-0.203, -0.554, 0.101], [-0.053, -0.008, 0.020], [-0.399, 1.052, -0.151], [-0.935, 0.076, 0.533], [1.191, -0.383, -0.395], [-0.419, -2.235, -1.162], [0.648, 0.264, 0.142], [-0.353, 0.415, -0.182], [-0.207, 0.458, 0.281], [0.207, -0.331, 0.101], [-0.045, 0.232, 0.145], [0.313, 0.333, 0.726], [-1.672, -1.116, -0.754], [-0.962, 0.505, 0.399], [1.294, -0.566, 1.107], [1.213, 0.099, -0.172], [-0.022, 0.158, -0.174], [0.018, -0.200, -0.177], [-0.011, 0.316, 0.810], [0.821, 0.119, -0.786], [-0.117, -0.086, -0.005], [-0.291, 0.256, 0.366], [-0.788, 1.419, 0.164], [0.402, -1.111, -0.678], [0.255, -0.555, -0.687], [0.051, -0.637, 0.114], [0.042, 0.602, 0.025], [-0.528, -0.130, 0.171], [-0.196, -0.647, -0.565], [0.113, 0.554, 0.261], [0.497, 0.578, 0.595], [0.182, -0.164, 0.460], [1.424, 0.900, -0.123], [-1.038, -1.298, 0.299], [0.444, -0.250, -0.147], [-0.539, -1.233, -0.204], [-0.048, 0.569, -0.015], [-0.264, -0.374, 0.645], [0.486, 0.604, -0.281], [0.148, 0.406, -0.401], [-0.335, 0.222, 0.384], [-0.481, 0.680, -0.037], [0.755, 1.252, -0.827], [-0.722, -1.116, 0.658], [0.623, 0.563, -0.569], [0.211, -0.282, 0.205], [0.371, 0.417, 0.549], [-0.390, -0.249, 0.452], [-0.668, 0.399, 0.228], [0.076, 0.091, 0.095], [-0.048, 0.073, -0.029], [-0.204, -0.974, -0.644], [-3.022, 0.174, 0.486], [-2.003, 0.342, 0.384], [1.305, -1.363, 0.638], [1.689, 0.565, -0.939], [-0.259, -0.335, -0.157], [0.606, 0.385, -0.024], [1.156, 0.289, -0.132], [-0.255, -0.842, 0.029], [0.051, 0.639, 0.450], [0.502, 0.230, -0.795], [-1.398, -1.941, 0.173], [-1.917, -0.502, 1.084], [1.838, 0.955, 0.858], [1.924, 1.895, -0.066], [-0.549, -0.591, -0.197], [-0.069, 0.290, -0.567], [0.114, 0.489, 0.424], [0.130, -0.313, -1.120], [-0.278, -0.400, -0.694], [0.057, 0.012, 0.119], [-1.348, -1.603, -1.145], [2.928, 0.260, -0.509], [-0.397, 0.962, 1.145], [0.221, 0.747, 0.785], [-0.411, 0.318, 0.572], [0.308, -0.015, -0.205], [0.511, 0.122, 0.036], [-1.000, -0.807, -0.095], [-0.215, -0.143, -0.359], [-0.247, -0.027, -0.048], [-1.850, 0.913, 0.529], [1.672, -0.898, 0.139], [-0.862, 1.409, -1.386], [0.465, 1.523, 0.623], [0.167, -0.542, 0.341], [0.017, -0.119, -0.346], [-0.345, -1.007, 0.000], [0.648, -0.005, 0.458], [-0.059, -0.677, 0.542], [0.028, -0.803, -0.685]], "charge": 0, "lumo_energy_ev": -0.070, "homo_energy_ev": -9.26, "molar_mass_g_mol": 1427.6}

{"formula": "C4H12N4", "method": "ωB97M-V with the def2-TZVPD basis set", "elements": ["C", "C", "C", "C", "H", "H", "H", "H", "H", "H", "H", "H", "H", "H", "H", "H", "N", "N", "N", "N"], "positions_angstrom": [[-2.19445, -1.32640, -0.52334], [-1.59980, 0.57494, 0.94364], [0.96548, 0.09662, -0.27832], [0.81655, 1.54182, -0.58792], [-3.01186, -0.68193, -0.89548], [-1.67925, -1.70527, -1.41621], [-2.49163, -2.04959, 0.30332], [-2.66433, -0.23942, 1.60116], [-2.27894, 2.11310, 0.55682], [-0.44733, 0.86394, 1.61175], [1.28195, 2.30539, 0.01927], [1.51376, 1.53617, -1.44529], [-0.37030, 1.91241, -0.72907], [2.88509, 0.80183, -0.48510], [3.22166, -1.42849, 1.24003], [1.92542, -1.87541, 0.23113], [-1.18007, -0.24681, -0.22841], [0.03994, -0.80168, -0.18664], [2.33527, -0.05019, 0.14716], [2.93284, -1.34102, 0.12152]], "atomic_forces_ev_per_a": [[0.714, 2.144, -0.999], [0.070, 0.291, 1.197], [1.344, 0.271, 2.475], [-3.087, 1.275, -1.694], [-0.311, -1.007, 0.352], [-0.837, -1.032, 0.376], [0.683, 0.942, -0.941], [3.314, 2.958, -1.507], [1.632, -3.885, 0.886], [-4.149, -0.898, -1.723], [0.012, -0.378, 1.009], [-1.139, 0.879, -0.759], [3.624, -1.141, -0.270], [-1.308, -3.732, 2.358], [-0.444, -0.024, -3.565], [3.156, 0.567, -0.644], [-4.412, 0.365, 1.883], [3.953, 0.467, 0.436], [0.097, 3.759, -3.262], [-2.913, -1.819, 4.391]], "charge": 0, "lumo_energy_ev": 0.300, "homo_energy_ev": -7.85, "molar_mass_g_mol": 116.2}